Formula: C3H8N2O
Source: the Open Molecules 2025 dataset
Level of theory: ωB97M-V with the def2-TZVPD basis set

Summary:
net charge	0
orbital gap	10.46	eV
SMILES	CNNC(C)=O

Each line ends with the natural charge from an NBO analysis.
Positions of all 14 atoms, in Å:
C 1.764 -0.763 -0.101  -0.446
C -1.130 0.615 0.659  0.671
C -1.916 -0.264 -0.203  -0.719
H 1.250 -1.452 0.636  0.207
H 2.570 -0.278 0.516  0.176
H 2.241 -1.389 -0.890  0.212
H 1.378 0.898 -1.285  0.354
H 0.641 1.587 0.797  0.366
H -1.505 -1.263 -0.124  0.240
H -3.005 -0.140 -0.020  0.246
H -1.689 0.098 -1.180  0.237
N 0.826 0.264 -0.730  -0.455
N 0.122 1.037 0.171  -0.477
O -1.546 1.049 1.754  -0.612

Atoms 1-3, force components in eV/Å:
-0.08 0.33 0.71
0.28 1.95 2.87
-0.66 0.14 -0.38



Formula: C3H8N2O
Source: the Open Molecules 2025 dataset
Level of theory: ωB97M-V with the def2-TZVPD basis set

Summary:
spin multiplicity	2
net charge	+1
orbital gap (spin up / spin down)	8.88 / 4.02	eV

Each line ends with the natural charge from an NBO analysis.
Positions of all 14 atoms, in Å:
C -0.140 -0.043 1.383  -0.546
C -2.280 0.406 2.290  0.027
N -1.546 0.220 1.237  -0.011
H 0.135 -1.167 1.239  0.272
H 0.376 0.307 2.349  0.307
H 0.388 0.579 0.541  0.323
H -3.361 0.559 2.263  0.259
H -1.776 0.307 3.246  0.249
C 1.647 -0.217 -1.885  0.523
N 0.494 -0.912 -1.858  -0.813
O 1.708 0.794 -1.220  -0.566
H 2.547 -0.746 -2.274  0.170
H 0.349 -1.593 -2.643  0.413
H -0.316 -0.634 -1.346  0.392

Atoms 1-3, force components in eV/Å:
2.01 -0.66 -2.34
-0.05 -0.43 -2.92
0.29 -0.11 5.35



The records above yield relative energy (zero: lowest compared OMol25 entry of this formula, charge and spin) values of 1.893 2.415 eV, respectively.
The records above yield total energy values of -8267.4328 -8257.5062 eV, respectively.